{"formula": "C39H130N18O39", "method": "the ωB97M-V functional and the def2-TZVPD basis", "species": ["C", "C", "O", "O", "H", "H", "H", "H", "H", "H", "C", "C", "O", "O", "H", "H", "H", "H", "H", "H", "C", "C", "O", "O", "H", "H", "H", "H", "H", "H", "C", "C", "O", "O", "H", "H", "H", "H", "H", "H", "C", "C", "O", "O", "H", "H", "H", "H", "H", "H", "C", "C", "O", "O", "H", "H", "H", "H", "H", "H", "C", "C", "O", "O", "H", "H", "H", "H", "H", "H", "C", "C", "O", "O", "H", "H", "H", "H", "H", "H", "C", "C", "O", "O", "H", "H", "H", "H", "H", "H", "C", "C", "O", "O", "H", "H", "H", "H", "H", "H", "C", "C", "O", "O", "H", "H", "H", "H", "H", "H", "C", "C", "O", "O", "H", "H", "H", "H", "H", "H", "C", "C", "O", "O", "H", "H", "H", "H", "H", "H", "C", "O", "H", "H", "H", "H", "C", "O", "H", "H", "H", "H", "C", "O", "H", "H", "H", "H", "C", "O", "H", "H", "H", "H", "C", "O", "N", "N", "H", "H", "H", "H", "C", "O", "N", "N", "H", "H", "H", "H", "C", "O", "N", "N", "H", "H", "H", "H", "C", "O", "N", "N", "H", "H", "H", "H", "C", "O", "N", "N", "H", "H", "H", "H", "C", "O", "N", "N", "H", "H", "H", "H", "C", "O", "N", "N", "H", "H", "H", "H", "C", "O", "N", "N", "H", "H", "H", "H", "C", "O", "N", "N", "H", "H", "H", "H"], "coordinates": [[-0.04669, 2.41019, -6.79277], [0.77574, 1.34193, -7.54555], [1.92800, 1.05927, -6.84329], [-0.62514, 1.71447, -5.72916], [-0.79280, 2.84229, -7.45965], [0.53948, 3.23396, -6.38545], [1.05656, 1.88339, -8.44891], [0.23192, 0.42383, -7.76790], [2.13153, 1.68826, -6.14719], [-0.13859, 0.89590, -5.60741], [-1.80347, 3.21630, -1.42847], [-0.31541, 3.47800, -1.66686], [0.20227, 3.08012, -2.94653], [-2.23671, 1.85564, -1.81265], [-2.32592, 4.02788, -1.93492], [-1.99712, 3.30430, -0.35942], [0.09643, 2.79664, -0.92239], [0.05284, 4.48418, -1.46662], [-0.30961, 2.29277, -3.14565], [-3.17410, 1.84293, -2.01939], [-1.73096, -5.20978, 0.97665], [-2.29228, -6.17569, -0.13746], [-2.25759, -7.58973, 0.09507], [-2.15632, -5.66473, 2.28234], [-2.13437, -4.21699, 0.77737], [-0.64504, -5.12134, 0.94426], [-1.85158, -5.87050, -1.08654], [-3.35933, -6.10011, -0.34671], [-2.15635, -7.65335, 1.04758], [-1.61229, -5.10703, 2.84323], [3.65612, 6.37655, -0.05856], [2.40422, 5.94926, 0.72832], [2.65215, 4.71001, 1.24436], [4.78917, 6.61616, 0.69903], [3.43333, 7.27022, -0.64150], [3.90726, 5.69891, -0.87455], [1.52866, 6.03372, 0.08462], [2.14795, 6.52402, 1.61831], [2.98497, 4.05900, 0.62225], [5.51942, 6.06287, 0.41234], [0.77359, -7.50798, -0.88067], [1.17405, -7.36702, -2.35749], [1.41252, -5.98298, -2.51873], [2.00339, -7.60018, -0.12416], [0.23472, -8.42430, -0.63969], [0.22540, -6.62973, -0.53966], [0.26212, -7.54411, -2.92768], [1.91159, -8.07448, -2.73651], [1.97082, -5.69045, -1.79462], [1.78947, -8.26989, 0.52955], [-6.07239, 1.53283, 0.79340], [-4.95788, 0.57589, 1.15107], [-5.38217, -0.44172, 2.08669], [-6.46846, 2.30871, 1.92690], [-7.03968, 1.11921, 0.50814], [-5.67711, 2.19623, 0.02415], [-4.04604, 1.03175, 1.53689], [-4.60872, 0.09838, 0.23555], [-6.27320, -0.63820, 1.78826], [-7.39533, 2.53839, 1.82814], [3.62252, 3.11830, -4.21489], [4.17714, 4.04270, -5.29134], [3.30222, 5.03728, -5.66678], [2.39091, 2.57511, -4.80232], [3.30542, 3.58677, -3.28316], [4.36764, 2.33552, -4.07301], [4.48785, 3.49062, -6.17834], [5.05928, 4.54613, -4.89577], [2.67731, 4.74237, -6.33320], [1.66850, 2.72617, -4.18839], [-6.20444, 1.02125, -3.21565], [-6.24596, -0.48257, -3.02795], [-5.32751, -1.02072, -3.89490], [-5.06135, 1.61510, -2.61879], [-7.03949, 1.53002, -2.73405], [-6.20102, 1.19483, -4.29174], [-7.23241, -0.93174, -3.14311], [-5.94969, -0.62160, -1.98824], [-5.65892, -1.04673, -4.79550], [-4.75044, 2.31394, -3.19893], [1.84280, -6.42230, 3.76886], [1.50431, -5.57591, 5.03670], [2.42723, -5.99030, 6.03108], [2.88091, -5.84122, 2.93840], [0.86869, -6.63919, 3.33051], [2.21771, -7.39684, 4.08164], [0.48448, -5.77528, 5.36578], [1.56601, -4.48971, 4.96991], [3.24267, -6.06510, 5.53000], [2.51382, -5.09884, 2.45292], [-0.24723, -0.48535, 0.81161], [0.23533, -0.87705, -0.59214], [0.19085, 0.30157, -1.47837], [-1.49245, 0.08210, 0.69398], [0.47324, 0.23716, 1.19505], [-0.38489, -1.32591, 1.49175], [-0.23894, -1.64343, -1.20519], [1.23319, -1.31220, -0.53703], [-0.50362, 0.86881, -1.13552], [-1.51409, 0.96964, 1.05920], [-4.68271, 5.19809, 1.54054], [-3.43773, 6.15305, 1.44069], [-3.71564, 7.19665, 2.38685], [-4.47350, 4.22143, 2.59989], [-4.81007, 4.66511, 0.59831], [-5.63806, 5.70756, 1.66640], [-3.52059, 6.62496, 0.46164], [-2.50328, 5.65008, 1.68951], [-3.64290, 6.92088, 3.30351], [-4.96913, 3.44204, 2.33817], [-4.08599, 0.44704, 4.90459], [-3.31448, 0.48258, 6.26677], [-2.34352, -0.59139, 6.27677], [-4.80858, -0.76869, 4.82716], [-3.28960, 0.43788, 4.16042], [-4.64439, 1.36108, 4.70259], [-4.09184, 0.33101, 7.01566], [-2.96834, 1.49122, 6.49247], [-2.28679, -0.96612, 7.15879], [-5.18500, -0.70747, 3.94616], [4.00967, 3.80416, 4.24804], [3.90164, 2.29859, 3.83834], [5.13341, 1.60361, 4.09678], [4.92226, 4.43510, 3.36104], [4.29338, 3.94618, 5.29084], [3.11933, 4.34334, 3.92446], [3.64201, 2.13802, 2.79196], [3.14257, 1.79713, 4.43874], [5.75424, 2.19191, 3.66081], [4.43201, 4.84614, 2.64529], [5.49860, 0.00780, 0.87462], [4.93034, -0.68182, 1.97677], [5.31132, -0.51421, -0.06375], [5.09346, 1.01282, 0.75671], [6.58019, 0.06087, 0.99888], [4.94626, 0.02248, 2.62893], [-1.72516, 4.97374, -5.23454], [-2.29092, 3.71711, -4.82755], [-2.02559, 5.25820, -6.24297], [-2.20324, 5.75004, -4.63711], [-0.66549, 5.02652, -4.98476], [-1.81962, 3.04469, -5.32488], [2.81946, 1.98870, -0.65045], [3.89384, 2.89244, -0.40410], [2.56481, 1.96019, -1.70990], [3.00941, 0.98939, -0.25879], [1.97088, 2.28532, -0.03397], [4.60601, 2.75388, -1.03276], [0.27509, 3.04073, 6.14147], [0.56670, 2.87712, 7.50813], [-0.76460, 3.35602, 6.05355], [0.74637, 3.92401, 5.71044], [0.40277, 2.09631, 5.61245], [1.06111, 3.59661, 7.90750], [3.30547, -2.84372, -3.48404], [3.83413, -3.37784, -2.49940], [2.03204, -2.90835, -3.69295], [3.82343, -2.22776, -4.50791], [1.44197, -3.39502, -3.03335], [1.94043, -2.85543, -4.69740], [3.33070, -1.94950, -5.34449], [4.83224, -2.19276, -4.47344], [-0.89452, 3.49766, 2.54522], [-1.10952, 2.69940, 1.66243], [-1.73555, 3.75172, 3.55870], [0.21466, 4.14929, 2.74423], [-2.60444, 3.26772, 3.38297], [-1.57238, 4.53506, 4.17501], [1.01425, 4.12243, 2.12775], [0.10821, 4.81473, 3.49652], [-0.87183, -3.00825, 4.11648], [-0.37629, -3.85785, 3.41095], [-2.18721, -2.90603, 4.28535], [-0.33512, -2.04737, 4.76268], [-2.83501, -3.63488, 4.02222], [-2.50703, -2.04998, 4.71545], [0.66263, -1.89257, 4.73794], [-0.90670, -1.46565, 5.35849], [-5.72522, -3.30695, -0.72300], [-6.13684, -4.10082, 0.01678], [-4.84985, -2.46171, -0.46596], [-6.13933, -3.24125, -2.00962], [-4.72021, -2.38064, 0.53239], [-4.44366, -1.86498, -1.17239], [-7.00270, -3.73222, -2.19301], [-5.73494, -2.56534, -2.64184], [6.70955, 1.17526, -2.46199], [5.97969, 1.98593, -1.92831], [6.38939, -0.03488, -2.88244], [7.99625, 1.33746, -2.39733], [5.41558, -0.30250, -2.86891], [7.15453, -0.60854, -3.20735], [8.59295, 0.52780, -2.48952], [8.28398, 2.23828, -2.04261], [3.38519, -1.44036, 5.81201], [2.60318, -1.03467, 5.02525], [4.58012, -1.15817, 5.93291], [3.06482, -2.18639, 6.80409], [4.88688, -0.41716, 5.31897], [5.14289, -1.44420, 6.72131], [2.12036, -2.47766, 7.01211], [3.84224, -2.51638, 7.35800], [-2.53626, -5.01874, -4.09082], [-2.56103, -6.13785, -3.66926], [-1.40138, -4.52574, -4.37763], [-3.60045, -4.31996, -4.36536], [-0.53102, -5.01386, -4.22170], [-1.38018, -3.68018, -4.92960], [-3.52626, -3.34696, -4.62586], [-4.49911, -4.70665, -4.11438], [2.64792, -3.37075, 1.09610], [1.87372, -4.33808, 0.81833], [3.59161, -2.98850, 0.34505], [2.56729, -2.68641, 2.19532], [4.10122, -2.14038, 0.54773], [3.69924, -3.42700, -0.55842], [1.85607, -2.83030, 2.89787], [3.10585, -1.83204, 2.20550], [-1.73005, -1.30977, -4.31098], [-2.13179, -1.81743, -5.32355], [-2.51198, -0.79699, -3.44421], [-0.47265, -1.28585, -4.00952], [-2.24195, -0.17911, -2.69228], [-3.50906, -0.89601, -3.57115], [0.15916, -1.75847, -4.64003], [-0.28937, -0.93551, -3.08013]], "atomic_forces_ev_per_a": [[0.26, -1.55, -0.80], [0.27, 2.95, -0.61], [0.87, -1.99, -0.08], [-1.10, 0.10, 1.21], [-0.36, -0.13, 0.09], [0.48, 0.01, -0.30], [0.01, -0.49, -0.79], [-0.29, 0.20, 0.02], [0.00, 0.53, 0.52], [-0.05, -0.22, 0.26], [-0.82, 0.52, -0.45], [0.51, -2.03, 0.47], [-0.58, 0.47, 0.40], [1.42, 1.52, 0.00], [-0.70, -0.47, -0.40], [0.22, 0.17, 0.02], [0.83, 0.25, 0.17], [-0.58, 0.06, 0.06], [-0.12, -0.41, -0.54], [-0.20, 0.13, 0.04], [-1.03, -1.55, -0.52], [-1.04, 0.60, 0.14], [1.40, 0.32, 0.31], [-0.03, 0.04, -1.14], [-0.16, 0.16, -0.14], [0.13, -0.22, -0.02], [0.53, -0.51, -0.08], [-0.26, 1.30, 0.42], [-0.03, -0.24, 0.33], [0.49, 0.12, 0.66], [-1.00, 1.06, -1.36], [1.09, 0.98, -0.72], [-0.61, -2.07, 1.84], [0.74, 0.04, 1.22], [-0.28, 0.54, 0.21], [-0.45, -0.77, 0.23], [-0.15, -0.33, -0.38], [0.44, 0.77, -0.22], [0.56, -0.09, -0.77], [-0.11, -0.05, 0.04], [1.44, -1.18, -0.05], [-2.54, 0.45, 1.05], [0.85, 0.49, -1.09], [-0.28, -0.15, 0.10], [-0.51, 0.17, -0.50], [-0.11, -0.13, -0.32], [-0.10, -0.11, -0.23], [0.54, 0.31, 0.39], [0.27, 0.10, 0.27], [0.54, 0.22, 0.30], [-0.04, 0.76, 0.61], [-0.23, -0.90, 0.05], [0.11, 0.74, -0.67], [0.50, 0.29, 0.55], [0.52, -0.96, -0.89], [-0.16, -0.01, -0.36], [-0.30, 0.40, 0.31], [-0.13, -0.09, -0.24], [-0.25, -0.51, 0.26], [0.07, 0.14, 0.13], [-1.17, -0.30, -1.57], [0.66, -0.18, 0.66], [-0.90, 1.45, -0.18], [1.15, 0.06, 0.55], [0.55, 0.27, -0.01], [-0.24, -0.20, 0.41], [0.10, -0.49, 0.12], [0.20, -0.02, 0.04], [0.05, -0.28, 0.14], [-0.39, 0.09, 0.40], [-0.98, 0.51, 0.01], [-0.65, 2.09, 0.94], [1.21, -1.47, -0.52], [0.72, -0.33, 0.09], [-0.55, -0.25, -0.30], [-0.17, 0.33, -0.06], [-0.19, 0.31, -0.04], [0.20, -0.48, -0.05], [-0.04, -0.01, -0.11], [0.07, 0.13, -0.22], [-0.24, 1.39, 0.00], [0.55, -0.85, -0.35], [0.17, 0.11, 0.81], [-0.78, -1.10, 1.44], [0.15, 0.30, -1.10], [0.14, 0.12, 0.27], [0.04, -0.32, 0.16], [0.10, 0.04, -0.81], [0.38, -0.04, 0.24], [-0.51, -0.07, -0.51], [0.44, -0.99, -0.71], [0.40, 0.34, -0.78], [0.99, -0.89, 0.63], [-1.99, 0.83, -0.43], [0.20, -0.05, 0.24], [0.81, -0.36, -0.09], [-1.07, -0.38, 0.93], [0.54, 0.67, 0.08], [-0.56, -0.11, 0.16], [0.17, 0.36, 0.22], [1.36, -1.23, -0.19], [-3.06, -0.14, 1.49], [0.64, 0.85, -0.36], [0.12, 1.01, -0.60], [0.26, -0.26, -0.27], [0.31, 0.58, 0.36], [0.65, 0.01, 0.05], [-0.04, -0.13, -0.51], [0.07, -0.47, -0.13], [-0.54, -0.20, 0.21], [2.08, -0.53, 0.99], [-1.87, -0.40, -0.75], [-0.46, 1.21, 0.02], [0.01, 0.95, 0.34], [0.22, -0.02, -0.46], [-0.48, -0.01, 0.44], [0.09, -0.48, 0.28], [0.90, -0.12, -0.32], [-0.11, 0.04, 0.11], [-0.29, -0.52, -0.46], [-0.61, -0.60, -2.45], [-0.41, 0.24, 1.33], [-0.32, 0.34, -0.30], [1.74, -0.05, 0.43], [0.00, -0.02, -0.12], [-0.97, -0.58, 1.20], [-0.13, 0.54, -0.19], [-0.07, -0.03, 0.05], [0.77, -0.03, -0.03], [-0.14, -0.01, -0.21], [0.40, -0.04, -0.54], [-0.11, 0.43, -0.44], [-0.11, -0.22, 0.06], [0.01, 0.09, 0.08], [0.17, 0.14, -0.09], [-0.28, -0.20, 1.01], [-1.02, 0.02, 1.00], [-0.06, 1.00, -0.31], [0.58, -0.32, -0.37], [-0.05, -0.05, 0.32], [0.17, -0.07, -0.51], [0.01, -0.57, 0.28], [0.09, -0.21, 0.28], [-0.75, 0.27, 0.61], [-0.24, -0.12, 0.14], [0.44, -0.28, -0.35], [-0.15, 0.44, -0.32], [0.39, -0.39, -0.32], [-0.93, 1.04, 0.32], [0.25, -0.55, 0.63], [-0.46, -0.50, 0.00], [0.91, -0.42, -0.29], [0.33, 0.27, -0.13], [-0.04, 0.09, -0.42], [0.22, -2.41, 3.19], [1.00, 1.24, -0.75], [-3.86, -0.12, -0.37], [4.76, 1.83, -1.83], [-0.16, -0.39, -0.57], [-1.87, -0.58, 0.50], [0.32, 0.12, 0.39], [-0.14, 0.12, -0.69], [-0.22, -0.34, 1.20], [-0.50, -1.16, -1.49], [-1.63, -0.98, -0.03], [2.41, 1.77, 0.08], [-0.52, 0.90, 0.80], [-0.78, -0.47, -0.09], [0.20, 0.25, -0.02], [1.19, 0.07, -0.45], [-2.76, -1.51, -1.24], [1.72, -1.24, -0.81], [-2.99, -0.36, 0.03], [4.12, 3.31, 2.20], [0.18, 0.29, -0.13], [-0.73, -0.57, -0.03], [0.11, 0.25, 0.07], [0.41, 0.08, -0.15], [-2.53, -1.62, -5.01], [-2.58, -3.79, 4.25], [5.25, 5.25, 2.63], [-1.07, -0.42, -1.79], [1.01, 0.49, -0.16], [0.21, -0.07, 0.66], [0.40, 0.09, -0.39], [-0.43, -0.67, -0.10], [-0.77, -0.45, 2.00], [-1.89, 1.26, -0.37], [-1.32, -1.38, -1.06], [3.65, 1.02, -0.38], [0.33, -0.37, -0.14], [-0.87, -0.33, -0.13], [0.36, 0.76, 0.10], [0.48, -0.50, 0.02], [-3.88, -1.19, 1.11], [-3.02, 1.91, -4.03], [9.14, 3.63, -1.49], [-2.38, -4.10, 4.58], [0.71, -0.08, 0.13], [-0.05, 0.43, -0.56], [0.38, -0.13, -0.23], [-1.01, -0.45, 0.29], [-0.73, -2.83, 0.59], [-1.16, -3.39, 1.78], [5.34, 3.95, -1.85], [-3.32, 2.28, -0.62], [-0.53, -0.27, 0.16], [0.21, 0.07, 0.03], [-0.05, -0.10, -0.08], [0.36, 0.10, 0.04], [-4.51, -3.91, 0.25], [0.98, 1.14, 0.25], [3.97, 1.35, -4.09], [-0.59, 2.27, 3.29], [0.03, -0.42, -0.04], [0.05, 0.19, -0.07], [-0.05, -0.15, -0.40], [-0.06, -0.09, 0.73], [0.41, -0.65, -1.27], [-1.40, -1.69, -3.19], [-3.87, 2.24, 3.81], [3.24, 0.47, 0.56], [0.43, -0.14, -0.10], [0.18, 0.15, -0.32], [0.00, 0.38, 0.69], [1.21, -0.04, -0.20]], "homo_energy_ev": -8.2}